Entry 1:
Density functional theory data (the ωB97M-V functional and the def2-TZVPD basis) for a molecular structure, C40H39GdN5P2S.

```
! RIJCOSX wB97M-V def2-TZVPD def2/J DEFGRID3
* xyz 1 8
Gd 0.24 0.09 0.20
C -2.93 -0.36 -1.94
P -1.50 -1.51 -2.04
C -2.21 -3.14 -2.27
C -2.62 -3.67 -3.51
C -3.22 -4.92 -3.56
C -3.42 -5.67 -2.42
C -2.99 -5.18 -1.20
C -2.43 -3.90 -1.13
C -0.63 -1.12 -3.59
C 0.39 -1.96 -4.08
C 1.14 -1.60 -5.18
C 0.92 -0.38 -5.83
C -0.13 0.42 -5.40
C -0.86 0.07 -4.27
C -2.73 0.83 -1.03
C -3.48 2.01 -1.00
C -3.16 2.67 0.19
C -2.21 1.89 0.84
C -1.71 2.04 2.25
P -2.48 0.80 3.40
C -2.02 1.44 5.06
C -2.59 0.84 6.20
C -2.23 1.26 7.49
C -1.31 2.28 7.64
C -0.73 2.90 6.53
C -1.09 2.46 5.26
C -1.20 -0.55 3.20
C -0.01 -0.61 3.92
C 1.00 -1.49 3.61
C 0.84 -2.39 2.55
C -0.38 -2.41 1.84
C -1.37 -1.51 2.19
N -1.97 0.74 0.12
H -3.74 -1.01 -1.49
H -3.35 -0.08 -2.93
H -2.43 -3.16 -4.43
H -3.52 -5.32 -4.52
H -3.88 -6.65 -2.46
H -3.14 -5.76 -0.29
H -2.19 -3.49 -0.17
H 0.55 -2.92 -3.62
H 1.92 -2.29 -5.50
H 1.57 -0.12 -6.69
H -0.30 1.39 -5.84
H -1.58 0.80 -3.90
H -4.19 2.27 -1.80
H -3.60 3.60 0.53
H -2.05 3.01 2.61
H -0.65 1.94 2.25
H -3.32 0.01 6.09
H -2.63 0.78 8.39
H -1.07 2.56 8.67
H -0.08 3.76 6.65
H -0.62 2.97 4.41
H 0.15 0.08 4.75
H 1.94 -1.44 4.15
H 1.59 -3.13 2.34
H -0.47 -3.12 1.05
H -2.29 -1.51 1.62
C 4.30 -1.46 -3.18
C 3.57 -0.17 -3.19
N 3.85 0.92 -3.82
N 2.87 1.80 -3.42
C 2.06 1.32 -2.47
S 0.81 2.14 -1.68
N 2.49 0.02 -2.34
N 1.97 -0.89 -1.42
H 4.99 -1.49 -4.03
H 3.62 -2.30 -3.27
H 4.90 -1.54 -2.28
H 2.89 2.75 -3.72
H 2.73 -1.24 -0.84
H 1.58 -1.66 -1.90
C 2.05 0.78 1.73
C 2.76 2.00 1.26
C 3.83 1.91 0.39
C 4.38 3.07 -0.15
C 3.84 4.30 0.25
C 2.78 4.39 1.12
C 2.19 3.23 1.58
H 1.70 0.96 2.73
H 2.68 -0.13 1.74
H 4.22 0.91 0.15
H 5.28 3.01 -0.79
H 4.40 5.18 -0.05
H 2.40 5.37 1.43
H 1.31 3.28 2.20
*
```

Output
HOMO level (alpha / beta), eV: -9.4523 / -9.4574
Maximum force, eV/A: 1.578
Frontier orbital gap (alpha / beta), eV: 6.7 / 6.0

***

Entry 2:
Density functional theory data (the ωB97M-V functional and the def2-TZVPD basis) for 13 unconnected molecules or ions with the total composition C86H101ClF24N14O2P4.

```
! RIJCOSX wB97M-V def2-TZVPD def2/J DEFGRID3
* xyz 8 1
C -13.37 1.60 -3.86
N -11.99 1.44 -3.38
C -10.99 1.32 -4.24
C -9.66 1.35 -3.86
C -9.34 1.48 -2.47
C -10.42 1.47 -1.61
C -11.73 1.50 -2.06
C -7.95 1.51 -1.97
C -6.90 1.96 -2.77
C -5.59 1.96 -2.42
N -5.24 1.46 -1.20
C -6.18 0.94 -0.36
C -7.55 0.96 -0.72
C -3.84 1.44 -0.77
H -13.54 2.63 -4.19
H -14.03 1.38 -3.02
H -13.64 0.94 -4.69
H -11.26 1.30 -5.28
H -8.82 1.28 -4.54
H -10.27 1.42 -0.54
H -12.65 1.60 -1.50
H -7.15 2.46 -3.69
H -4.80 2.40 -3.01
H -5.88 0.55 0.60
H -8.30 0.68 0.00
H -3.43 2.36 -1.20
H -3.41 0.56 -1.24
H -3.72 1.26 0.29
C 2.69 -12.48 1.49
N 2.31 -11.02 1.50
C 3.07 -10.13 0.86
C 2.81 -8.78 1.00
C 1.70 -8.37 1.71
C 0.86 -9.37 2.34
C 1.20 -10.67 2.16
C 1.42 -6.96 1.87
C 1.25 -6.11 0.77
C 0.95 -4.73 1.01
N 0.79 -4.27 2.27
C 0.86 -5.06 3.35
C 1.22 -6.39 3.14
C 0.41 -2.89 2.59
H 3.71 -12.58 1.84
H 2.41 -12.79 0.48
H 2.03 -13.03 2.17
H 4.04 -10.47 0.53
H 3.55 -8.06 0.66
H 0.00 -9.15 2.95
H 0.75 -11.45 2.76
H 1.32 -6.54 -0.22
H 0.73 -4.07 0.19
H 0.67 -4.52 4.26
H 1.28 -7.00 4.03
H 1.25 -2.41 3.10
H -0.43 -3.05 3.27
H 0.12 -2.36 1.69
C 3.28 -3.04 6.87
N 3.08 -1.55 7.11
C 2.47 -0.81 6.19
C 2.16 0.50 6.44
C 2.48 1.17 7.67
C 3.17 0.36 8.58
C 3.48 -0.97 8.28
C 2.17 2.61 7.84
C 2.05 3.51 6.75
C 1.71 4.86 6.90
N 1.25 5.25 8.07
C 1.29 4.50 9.19
C 1.76 3.10 9.11
C 0.79 6.66 8.14
H 2.74 -3.41 5.99
H 2.77 -3.48 7.72
H 4.32 -3.33 6.97
H 2.25 -1.31 5.26
H 1.74 1.00 5.58
H 3.57 0.77 9.49
H 4.18 -1.57 8.83
H 2.33 3.31 5.72
H 1.75 5.63 6.14
H 0.98 4.95 10.13
H 1.93 2.47 9.97
H 1.56 7.28 7.68
H 0.64 6.98 9.18
H -0.10 6.73 7.51
C 1.70 0.05 -5.08
N 2.03 1.28 -4.29
C 3.19 1.20 -3.56
C 3.46 2.23 -2.65
C 2.58 3.31 -2.52
C 1.54 3.40 -3.47
C 1.25 2.37 -4.33
C 2.77 4.33 -1.44
C 2.96 3.99 -0.15
C 3.30 4.97 0.82
N 3.43 6.27 0.46
C 3.20 6.65 -0.83
C 2.89 5.73 -1.79
C 3.59 7.33 1.47
H 1.80 0.27 -6.15
H 0.72 -0.30 -4.74
H 2.47 -0.70 -4.90
H 3.80 0.31 -3.56
H 4.31 2.12 -2.00
H 0.88 4.24 -3.27
H 0.46 2.36 -5.07
H 2.78 2.97 0.17
H 3.43 4.74 1.87
H 3.13 7.72 -0.97
H 2.77 6.01 -2.82
H 2.90 8.14 1.21
H 4.59 7.76 1.51
H 3.29 6.94 2.44
C 9.96 3.58 0.95
N 9.03 2.48 0.61
C 7.72 2.63 0.75
C 6.83 1.65 0.36
C 7.32 0.36 -0.02
C 8.71 0.22 0.00
C 9.55 1.30 0.30
C 6.35 -0.79 -0.27
C 5.14 -0.87 0.34
C 4.31 -1.92 0.01
N 4.69 -2.89 -0.84
C 5.96 -2.91 -1.42
C 6.72 -1.72 -1.22
C 3.62 -3.87 -1.41
H 10.99 3.22 0.95
H 9.64 3.91 1.94
H 9.84 4.27 0.11
H 7.39 3.64 0.93
H 5.78 1.92 0.32
H 9.20 -0.73 -0.17
H 10.63 1.21 0.30
H 4.83 -0.29 1.19
H 3.32 -2.00 0.43
H 6.28 -3.74 -2.03
H 7.66 -1.66 -1.76
H 2.69 -3.34 -1.62
H 3.48 -4.67 -0.69
H 3.97 -4.27 -2.36
C 0.20 9.27 -1.39
N -0.32 8.15 -0.58
C 0.18 8.02 0.65
C -0.01 6.87 1.42
C -0.79 5.78 0.89
C -1.37 6.02 -0.41
C -1.08 7.18 -1.15
C -0.90 4.49 1.61
C 0.17 4.06 2.42
C 0.19 2.79 2.96
N -0.97 2.12 2.97
C -2.01 2.48 2.18
C -2.00 3.67 1.46
C -1.01 0.84 3.60
H 1.25 9.13 -1.62
H 0.01 10.20 -0.86
H -0.39 9.34 -2.30
H 0.77 8.87 0.95
H 0.34 6.87 2.44
H -1.99 5.33 -0.96
H -1.41 7.38 -2.16
H 1.07 4.65 2.52
H 1.07 2.37 3.43
H -2.93 1.94 2.38
H -2.88 3.94 0.89
H -0.56 0.86 4.59
H -0.52 0.16 2.91
H -2.05 0.62 3.83
C -6.09 -3.87 -10.07
N -5.76 -3.77 -8.67
C -5.26 -4.84 -8.09
C -4.78 -4.74 -6.78
C -4.81 -3.55 -6.11
C -5.39 -2.44 -6.76
C -5.94 -2.61 -8.03
C -4.21 -3.50 -4.69
C -4.91 -3.65 -3.46
C -4.18 -3.46 -2.25
N -2.89 -3.09 -2.32
C -2.22 -3.08 -3.45
C -2.87 -3.27 -4.69
C -2.11 -2.81 -1.09
H -5.28 -3.31 -10.52
H -7.07 -3.44 -10.26
H -6.13 -4.92 -10.37
H -5.28 -5.76 -8.67
H -4.33 -5.60 -6.31
H -5.57 -1.52 -6.22
H -6.47 -1.84 -8.58
H -5.99 -3.69 -3.38
H -4.58 -3.43 -1.25
H -1.19 -2.77 -3.47
H -2.25 -3.19 -5.57
H -2.27 -3.72 -0.50
H -2.47 -1.89 -0.63
H -1.04 -2.70 -1.23
P 4.80 2.34 3.58
F 4.31 1.75 2.13
F 5.60 3.58 2.82
F 3.48 3.25 3.68
F 5.20 2.90 5.07
F 4.06 1.13 4.44
F 6.14 1.45 3.40
P 0.86 -0.02 -0.17
F 1.28 -1.57 -0.28
F 1.27 -0.09 1.44
F 2.42 0.33 -0.54
F 0.63 1.59 -0.14
F 0.46 0.01 -1.73
F -0.64 -0.32 0.19
P -2.75 0.51 -5.01
F -3.60 -0.36 -3.97
F -4.14 1.20 -5.39
F -2.61 1.68 -3.86
F -1.86 1.47 -6.01
F -1.38 -0.29 -4.49
F -3.05 -0.59 -6.21
P 1.20 -4.28 -4.74
F 0.32 -3.23 -5.56
F 1.93 -3.07 -3.90
F 0.15 -4.47 -3.50
F 2.17 -5.40 -3.98
F 0.52 -5.47 -5.64
F 2.39 -4.11 -5.88
Cl 4.15 -3.21 3.14
C -2.93 -2.14 2.60
C -4.02 -1.24 1.97
O -4.31 -0.24 2.61
O -4.64 -1.65 0.95
H -2.31 -2.68 1.89
H -3.51 -2.90 3.13
H -2.26 -1.80 3.39
*
```

Output
HOMO level, eV: -19.6921
Maximum force, eV/A: 4.380
Frontier orbital gap, eV: 3.9